Record 1
{
  "formula": "C3H8BIS",
  "method": "the ωB97M-V functional and the def2-TZVPD basis",
  "species": ["B", "C", "C", "C", "S", "I", "H", "H", "H", "H", "H", "H", "H", "H"],
  "coordinates": [[1.09, 0.31, 0.04], [2.22, -0.12, 0.93], [0.77, 1.56, -0.81], [-2.92, -1.51, -0.19], [-0.87, -1.41, 0.00], [-3.97, 0.24, 0.42], [1.91, -0.38, 1.94], [3.03, 0.56, 0.90], [2.59, -1.10, 0.51], [-0.05, 1.56, -1.65], [1.83, 1.84, -1.22], [0.62, 2.31, -0.01], [-3.19, -1.48, -1.17], [-3.08, -2.38, 0.32]],
  "homo_energy_ev": -8.0,
  "homo_lumo_gap_ha": 0.288,
  "e_lumo_ev": -0.2,
  "e_above_lowest_kcal_mol": 64.04
}

=====

Record 2
{
  "formula": "C14H20F6IrN4O2S",
  "method": "the ωB97M-V functional and the def2-TZVPD basis",
  "species": ["Ir", "O", "N", "C", "C", "C", "C", "C", "S", "H", "H", "H", "H", "C", "C", "O", "C", "F", "F", "F", "C", "F", "F", "F", "H", "H", "H", "C", "N", "C", "C", "N", "N", "C", "C", "H", "H", "H", "H", "H", "H", "H", "H", "H", "H", "H", "H", "H"],
  "coordinates": [[-0.56, 0.27, 0.39], [1.37, -0.59, 0.46], [2.20, -0.20, 1.42], [3.50, -0.39, 1.21], [4.43, -0.07, 2.19], [4.02, 0.44, 3.41], [2.67, 0.65, 3.62], [1.74, 0.35, 2.61], [0.10, 0.66, 2.82], [3.75, -0.81, 0.25], [5.48, -0.25, 1.98], [4.74, 0.67, 4.19], [2.30, 1.07, 4.55], [0.14, 4.15, -1.34], [-0.29, 2.69, -1.37], [-0.20, 2.14, -0.07], [-1.77, 2.61, -1.84], [-2.56, 3.08, -0.87], [-2.15, 1.33, -2.05], [-1.99, 3.29, -2.94], [0.63, 1.90, -2.33], [0.37, 0.56, -2.24], [0.46, 2.24, -3.59], [1.91, 2.06, -1.99], [-0.54, 4.71, -0.69], [0.12, 4.58, -2.34], [1.15, 4.22, -0.94], [-5.69, -1.80, 0.41], [-4.70, -0.77, 0.07], [-5.13, 0.60, 0.35], [-3.38, -1.06, 0.03], [-2.51, -0.23, 0.65], [-2.95, -2.13, -0.62], [-1.58, -2.61, -0.48], [-3.78, -2.86, -1.59], [-6.06, -1.63, 1.42], [-5.26, -2.80, 0.37], [-6.54, -1.75, -0.28], [-6.17, 0.69, 0.05], [-4.54, 1.31, -0.22], [-5.08, 0.85, 1.42], [-2.99, 0.49, 1.18], [-1.37, -2.96, 0.52], [-0.85, -1.83, -0.75], [-1.42, -3.42, -1.19], [-4.66, -2.28, -1.85], [-4.09, -3.83, -1.20], [-3.19, -3.02, -2.49]],
  "charge": 2,
  "homo_energy_ev": [-15.0, -15.4],
  "homo_lumo_gap_ha": [0.306, 0.186],
  "spin_multiplicity": 6,
  "s2": 8.7928,
  "e_lumo_ev": [-6.7, -10.3],
  "e_above_lowest_kcal_mol": 2.36
}

=====

Copy entry 2 word for word.
{
  "formula": "C14H20F6IrN4O2S",
  "method": "the ωB97M-V functional and the def2-TZVPD basis",
  "species": ["Ir", "O", "N", "C", "C", "C", "C", "C", "S", "H", "H", "H", "H", "C", "C", "O", "C", "F", "F", "F", "C", "F", "F", "F", "H", "H", "H", "C", "N", "C", "C", "N", "N", "C", "C", "H", "H", "H", "H", "H", "H", "H", "H", "H", "H", "H", "H", "H"],
  "coordinates": [[-0.56, 0.27, 0.39], [1.37, -0.59, 0.46], [2.20, -0.20, 1.42], [3.50, -0.39, 1.21], [4.43, -0.07, 2.19], [4.02, 0.44, 3.41], [2.67, 0.65, 3.62], [1.74, 0.35, 2.61], [0.10, 0.66, 2.82], [3.75, -0.81, 0.25], [5.48, -0.25, 1.98], [4.74, 0.67, 4.19], [2.30, 1.07, 4.55], [0.14, 4.15, -1.34], [-0.29, 2.69, -1.37], [-0.20, 2.14, -0.07], [-1.77, 2.61, -1.84], [-2.56, 3.08, -0.87], [-2.15, 1.33, -2.05], [-1.99, 3.29, -2.94], [0.63, 1.90, -2.33], [0.37, 0.56, -2.24], [0.46, 2.24, -3.59], [1.91, 2.06, -1.99], [-0.54, 4.71, -0.69], [0.12, 4.58, -2.34], [1.15, 4.22, -0.94], [-5.69, -1.80, 0.41], [-4.70, -0.77, 0.07], [-5.13, 0.60, 0.35], [-3.38, -1.06, 0.03], [-2.51, -0.23, 0.65], [-2.95, -2.13, -0.62], [-1.58, -2.61, -0.48], [-3.78, -2.86, -1.59], [-6.06, -1.63, 1.42], [-5.26, -2.80, 0.37], [-6.54, -1.75, -0.28], [-6.17, 0.69, 0.05], [-4.54, 1.31, -0.22], [-5.08, 0.85, 1.42], [-2.99, 0.49, 1.18], [-1.37, -2.96, 0.52], [-0.85, -1.83, -0.75], [-1.42, -3.42, -1.19], [-4.66, -2.28, -1.85], [-4.09, -3.83, -1.20], [-3.19, -3.02, -2.49]],
  "charge": 2,
  "homo_energy_ev": [-15.0, -15.4],
  "homo_lumo_gap_ha": [0.306, 0.186],
  "spin_multiplicity": 6,
  "s2": 8.7928,
  "e_lumo_ev": [-6.7, -10.3],
  "e_above_lowest_kcal_mol": 2.36
}